A 7-piece molecular cluster, C48H85FN3O21PS3 overall at a distorted geometry, computed with wB97M-V/def2-TZVPD.

Properties
- total charge = 0
- relative energy (zero: lowest compared OMol25 entry of this formula, charge and spin) (kJ/mol) = 10.9
- orbital gap (eV) = 8.87
- SMILES string = CCCCCCCCCCCP(S)(CCCCCCCSc1nnco1)(NCCCC)S(=O)(=O)F.C[C@@H]1COC(=O)O1.C[C@@H]1COC(=O)O1.C[C@@H]1COC(=O)O1.C[C@@H]1COC(=O)O1.C[C@@H]1COC(=O)O1.C[C@@H]1COC(=O)O1

Geometry as XYZ:
```
162
Properties=species:S:1:pos:R:3:forces:R:3
S 1.33137 2.47964 0.64290 -0.19 -0.19 -0.18
S 2.97511 -5.44578 4.33856 1.55 -0.13 0.59
S 1.29735 -3.26534 0.76195 -0.55 0.55 -0.55
P 2.19127 -4.42027 2.45723 -0.87 0.69 -2.06
F 1.86319 -6.50548 4.84418 -0.04 0.09 -0.11
O 3.60815 5.58095 3.03807 0.12 0.10 -0.01
O -2.63748 1.65458 4.47253 -0.05 -0.04 -0.04
O 7.61253 0.18073 -3.07188 0.01 0.06 -0.02
O -7.78997 12.20597 -4.13147 0.02 0.00 -0.01
O -5.65411 -1.82492 -2.26353 0.23 0.13 0.15
O 6.46515 1.87645 -4.02185 -0.03 0.05 0.16
O 4.16985 -6.20110 4.10066 -0.01 -0.75 -0.45
O 5.63227 6.47980 3.33317 -0.23 -0.21 0.01
O -5.76481 11.27226 -3.78823 -0.08 -0.05 0.10
O -7.60449 10.19350 -3.12554 0.21 0.16 -0.19
O -3.86923 -0.66164 -3.00691 0.00 0.03 0.02
O -2.81493 3.83304 3.92319 -0.06 -0.02 0.14
O -6.16731 4.76460 1.15567 -0.02 0.21 -0.25
O -2.64594 3.24530 6.07028 0.05 0.01 -0.32
O 3.10716 -4.47404 5.38118 -0.63 0.61 0.56
O -6.96071 6.85571 0.87926 0.02 0.03 -0.01
O 7.04448 2.00387 -1.86660 -0.01 0.00 -0.27
O -5.56045 5.94556 -0.64570 0.15 -0.55 0.57
O -4.50237 -0.53542 -0.84434 -0.23 -0.07 -0.11
O 4.47518 5.71550 5.11590 -0.02 -0.01 -0.03
O 2.62836 3.62020 -1.35197 0.04 -0.20 -0.52
N 1.57289 5.10712 -0.14792 -0.41 1.03 0.20
N 2.22208 5.75150 -1.20365 -0.60 1.33 0.76
N 3.59160 -3.44715 2.38905 0.27 -0.94 1.21
C -4.71872 2.80627 1.00999 0.17 0.04 0.19
C -0.44421 -1.53954 3.39608 0.27 0.61 -0.06
C 0.61534 2.17198 3.25758 0.37 -0.18 -0.28
C -5.34032 10.18690 -2.95254 0.20 0.01 -0.21
C 4.71951 -2.43846 -0.36200 0.45 -0.68 -0.94
C -2.69613 2.79761 4.79349 0.05 -0.07 0.10
C -0.92544 -8.71718 -5.15710 0.80 -0.32 -0.23
C 0.29595 -8.40865 -1.94057 0.63 -0.51 -0.22
C -6.10848 -2.16129 -0.93972 -0.53 -0.11 0.00
C -7.12315 11.31294 -3.72299 -0.11 0.02 0.01
C 0.35816 -8.14027 -4.50877 -0.33 -0.11 -0.24
C 1.59715 2.94785 2.37737 -0.40 -0.03 0.60
C 2.15171 -6.04392 1.57172 -0.41 -0.18 0.54
C -7.58472 -2.48468 -0.92550 -0.12 0.16 -0.14
C -3.04827 5.35947 7.22637 -0.23 -0.12 0.06
C 3.97116 6.21835 1.80436 -0.02 -0.18 -0.03
C 1.40019 -8.11662 -0.92518 -0.19 -0.09 -0.06
C 4.75654 -4.01124 1.66741 0.35 0.03 -0.60
C 6.10889 -2.09669 -0.94928 -0.56 -0.27 0.53
C -2.51729 -10.21498 -8.08343 -0.10 0.37 0.39
C -0.31703 -0.15474 2.73805 -0.28 -0.14 0.36
C 1.83153 3.87203 -0.27431 0.34 -1.15 0.20
C -6.67733 8.31789 -1.85527 -0.10 0.37 -0.13
C -4.60190 -0.97804 -2.12963 0.09 0.01 -0.13
C 0.78314 -3.77568 3.45129 0.46 0.01 0.46
C -6.51762 9.24896 -3.03522 -0.13 -0.35 0.49
C 0.82692 -8.94856 -3.28661 -0.42 0.11 -0.41
C 6.13489 7.37083 1.11638 -0.02 0.22 0.14
C 5.84770 3.99338 -1.11966 -0.18 -0.23 0.16
C -4.70197 4.79225 -0.57928 -0.01 0.04 -0.35
C 4.67946 -3.89176 0.15229 0.01 0.45 0.00
C 2.80401 4.85811 -1.86948 0.20 -0.70 -0.44
C -5.71870 -0.91589 -0.18492 0.22 0.00 0.31
C 5.47329 6.27251 1.91636 0.21 0.41 -0.21
C 0.89423 0.65070 3.26326 -1.30 0.27 -0.37
C 5.74424 2.97590 -3.45473 0.04 0.07 -0.26
C -1.44918 -9.17993 -7.66433 0.22 -0.49 -0.35
C 7.09704 1.24496 -2.99564 0.02 -0.15 0.05
C 4.56437 5.90621 3.94812 0.07 0.04 0.12
C 0.85168 -6.38251 0.83139 0.05 -1.05 0.33
C 6.58721 3.31251 -2.24942 -0.19 0.21 0.40
C -5.51831 3.84250 0.25792 0.29 -0.43 0.26
C -6.29864 5.94557 0.50303 -0.02 -0.02 0.07
C -0.63545 -9.58064 -6.41353 -0.53 0.01 0.02
C -3.12402 4.99788 4.70543 0.13 0.17 -0.22
C 0.90756 -2.24076 3.64748 -0.82 -0.47 0.13
C -2.45479 4.67431 6.01767 -0.20 0.27 0.42
C 0.86631 -7.90935 0.51467 0.65 1.03 -1.05
H 0.42143 -9.95198 -3.42590 0.25 -0.19 0.04
H 3.37576 5.02246 -2.76212 0.10 -0.30 -0.15
H 6.17850 -2.45048 -1.97430 0.00 0.17 -0.17
H -2.26480 -10.70922 -9.01674 -0.02 -0.07 -0.07
H 1.57221 -8.42363 1.16034 -0.42 -0.17 0.48
H 5.65786 3.79270 -4.16788 0.13 -0.11 -0.15
H 6.87940 -2.64468 -0.40750 0.24 0.35 0.21
H -4.13013 5.46467 7.13156 0.00 -0.05 -0.02
H -7.84365 -3.04592 -0.02828 0.04 -0.02 -0.01
H -2.85606 4.78168 8.12927 0.15 0.04 -0.02
H 6.30264 7.04665 0.08942 0.01 -0.02 0.02
H 4.03530 -2.40350 -1.20865 -0.37 0.40 0.19
H 1.72860 0.41524 2.60504 0.41 0.00 0.36
H -0.89490 -10.61256 -6.17806 0.15 -0.14 -0.04
H -1.90836 -8.20117 -7.54602 -0.02 0.08 0.18
H -7.85806 -3.07339 -1.79998 0.08 -0.11 0.06
H 5.00217 -5.04424 1.92880 -0.28 -0.02 0.29
H 1.72034 -1.81376 3.06676 -0.08 0.01 -0.19
H -4.51377 1.94315 0.37557 -0.02 0.02 -0.03
H 1.91172 -9.05037 -3.31448 0.08 0.14 0.30
H -1.37810 4.85914 5.97015 0.00 -0.05 -0.09
H 6.27023 -1.02409 -0.90408 0.35 0.01 -0.17
H -1.24217 0.37961 2.96841 0.11 0.06 -0.02
H 0.73117 2.57145 4.26475 0.03 0.03 0.09
H 1.44375 4.00752 2.55736 0.22 0.14 -0.40
H -0.29435 -0.24538 1.65189 0.25 -0.03 -0.11
H -0.75900 -9.07300 -8.50057 0.06 0.11 -0.05
H 1.14459 -2.09631 4.69781 0.38 0.06 0.02
H -6.29924 3.36104 -0.33800 -0.03 0.10 -0.05
H -3.49010 -9.73786 -8.18997 -0.08 -0.06 -0.19
H -5.52965 -3.02569 -0.60303 0.08 0.06 0.01
H -1.38638 -9.36692 -4.41334 -0.44 0.26 0.04
H -3.76179 3.20862 1.34488 -0.03 0.03 0.05
H 2.59369 2.63200 2.67058 0.27 0.32 -0.12
H 7.46654 3.89790 -2.53212 0.01 -0.04 -0.08
H 2.13155 -8.92529 -0.93521 -0.08 -0.17 -0.07
H 1.13397 -8.15182 -5.27228 0.13 0.19 -0.01
H 0.75763 -5.88550 -0.12506 -0.11 0.40 0.10
H -5.18471 10.57457 -1.94305 -0.06 -0.12 0.06
H -4.21043 5.07080 4.79211 0.01 0.02 0.12
H 1.59562 -3.90628 -0.37607 0.21 -0.17 0.22
H 5.51655 8.26909 1.08958 -0.02 -0.02 0.05
H 3.51356 7.20970 1.78542 0.10 0.05 -0.08
H -6.50401 8.67777 -3.96831 0.03 0.10 -0.06
H -2.63342 -10.97664 -7.31349 -0.01 -0.10 -0.02
H 5.61399 -3.41559 1.98047 0.02 0.06 0.13
H 3.90714 -3.25254 3.33993 -0.13 0.07 0.00
H -2.62176 6.35451 7.34778 0.04 -0.02 -0.01
H 3.82433 -4.41387 -0.27252 -0.14 -0.09 0.19
H 5.92472 5.30539 1.67415 -0.07 -0.03 0.07
H -8.19008 -1.57698 -0.94257 0.04 0.02 -0.04
H -4.48443 4.41336 -1.57515 -0.12 0.15 -0.07
H -2.73916 5.89736 4.23088 0.08 -0.13 -0.15
H -4.41264 9.75466 -3.32080 -0.01 0.14 -0.15
H 5.80290 5.06985 -1.28782 0.05 0.02 -0.02
H -6.06402 7.42940 -1.98020 -0.12 0.24 -0.14
H -0.28004 -7.50796 -2.15023 -0.25 0.02 0.28
H 2.26833 -6.81336 2.33370 0.13 0.00 0.08
H 1.08167 0.35811 4.29354 0.35 -0.19 -0.04
H 1.94177 -7.23265 -1.27680 0.15 0.06 0.17
H -7.71699 8.01414 -1.73922 0.01 -0.07 -0.10
H -0.93358 -1.37831 4.35777 -0.03 -0.12 0.10
H -3.76998 5.08966 -0.09371 -0.01 -0.12 0.09
H -6.37998 8.80016 -0.92426 -0.04 0.02 0.01
H -0.41023 2.37840 2.95729 -0.07 0.02 -0.10
H 0.42349 -9.59000 -6.66761 0.11 0.16 0.17
H -5.25303 2.47113 1.89875 -0.10 -0.05 -0.08
H 6.34253 3.80599 -0.16743 0.16 0.07 -0.06
H -0.34087 -9.17661 -1.50283 -0.33 0.18 0.04
H -1.12607 -2.15470 2.81239 0.08 -0.12 -0.15
H -0.14354 -8.30477 0.57793 0.04 -0.27 0.25
H -0.00807 -6.14057 1.45347 -0.07 0.17 -0.01
H 3.01155 -6.16510 0.91527 0.17 0.36 -0.02
H 7.09100 7.64752 1.55898 0.05 -0.14 -0.05
H 4.40707 -1.71297 0.38383 -0.13 -0.09 0.14
H 3.61961 5.64777 0.95467 -0.10 -0.14 0.10
H 0.17332 -7.09908 -4.24041 0.20 0.07 0.11
H 4.74570 2.62405 -3.18227 0.00 0.05 0.13
H -0.11977 -4.05791 2.92051 -0.01 0.07 -0.27
H 0.72895 -4.23504 4.43538 0.16 -0.21 -0.05
H -6.44133 -0.10480 -0.30812 -0.12 -0.11 -0.04
H -5.54863 -1.08774 0.87563 0.21 0.06 -0.04
H -1.60973 -7.92793 -5.45789 -0.13 0.09 0.25
H 4.82482 3.61995 -1.03334 0.32 -0.09 0.04
H 5.55670 -4.41066 -0.23708 0.06 -0.11 -0.02
```
Forces are in eV/Å.

Löwdin population analysis, charges in e, atoms 1 to 99: S 1.029; S 0.537; S 0.559; P 0.608; F -0.230; O 0.048; O 0.154; O 0.172; O 0.165; O 0.086; O 0.068; O -0.329; O 0.088; O 0.057; O 0.084; O 0.171; O 0.043; O 0.088; O 0.091; O -0.333; O 0.168; O 0.084; O 0.013; O 0.046; O 0.170; O -0.007; N 0.062; N 0.067; N -0.203; C -0.004; C -0.199; C -0.260; C -0.099; C -0.254; C -0.564; C -0.190; C -0.204; C -0.328; C -0.563; C -0.207; C -0.448; C -0.308; C -0.018; C -0.016; C -0.092; C -0.217; C -0.251; C -0.100; C -0.105; C -0.201; C -0.698; C -0.023; C -0.558; C -0.344; C -0.319; C -0.202; C -0.010; C -0.016; C -0.078; C -0.232; C -0.230; C -0.105; C -0.325; C -0.196; C -0.099; C -0.249; C -0.552; C -0.556; C -0.258; C -0.313; C -0.319; C -0.550; C -0.206; C -0.087; C -0.263; C -0.322; C -0.175; H 0.103; H 0.134; H 0.075; H 0.063; H 0.103; H 0.140; H 0.069; H 0.087; H 0.089; H 0.091; H 0.073; H 0.093; H 0.096; H 0.093; H 0.091; H 0.090; H 0.101; H 0.065; H 0.078; H 0.105; H 0.159; H 0.056